# 1
Density functional theory data (wB97M-V/def2-TZVPD) for a molecular structure, C25H20BrClIrN2O4S.

Last column: Löwdin charge in e.
Positions of all 55 atoms, in Å:
Ir: 0.2790 -0.3644 0.3268  1.50
Br: 0.2714 6.7689 2.1743  0.78
C: 0.4482 4.9006 2.0196  -0.69
C: 0.6030 4.1215 3.1914  -0.08
C: 0.7199 2.7663 3.1190  0.01
C: 0.6897 2.0896 1.8707  -0.31
O: 0.7972 0.7964 1.8841  -0.20
C: 0.5837 2.8863 0.6867  -0.12
C: 0.6766 2.3580 -0.6152  -0.03
N: 0.8108 1.0852 -0.8981  -0.09
C: 1.0124 0.6230 -2.2375  -0.19
C: 1.5999 1.3278 -3.2472  0.01
C: 1.6485 0.7796 -4.5512  -0.04
C: 1.0859 -0.4334 -4.8243  -0.01
C: 0.5016 -1.1987 -3.7830  -0.14
C: -0.1080 -2.4644 -3.9696  0.03
C: -0.6271 -3.1315 -2.9003  0.00
C: -0.5259 -2.5720 -1.6112  -0.05
N: 0.0434 -1.4030 -1.4104  -0.05
C: 0.5246 -0.6850 -2.4839  -0.14
C: 0.4414 4.3022 0.8032  -0.08
H: 0.6290 4.6164 4.1532  0.11
H: 0.8385 2.1667 4.0114  0.13
H: 0.6235 3.0550 -1.4491  0.14
H: 2.0412 2.2974 -3.0561  0.12
H: 2.1307 1.3416 -5.3386  0.12
H: 1.0834 -0.8271 -5.8321  0.13
H: -0.1581 -2.8867 -4.9652  0.13
H: -1.0944 -4.0988 -3.0116  0.12
H: -0.8688 -3.1036 -0.7316  0.11
H: 0.3384 4.8966 -0.0956  0.12
Cl: 5.5838 -3.4131 4.9322  0.69
C: 4.1853 -3.3275 3.9133  -0.66
C: 3.8841 -2.1351 3.2729  -0.09
C: 2.7486 -2.0623 2.4840  -0.02
C: 1.9288 -3.1744 2.3209  -0.14
C: 2.2646 -4.3708 2.9478  0.00
C: 3.3861 -4.4493 3.7550  -0.08
C: 0.6665 -3.1222 1.5289  -0.54
O: 0.2246 -4.1009 0.9654  0.09
O: 0.0124 -1.9639 1.5391  -0.35
H: 4.5271 -1.2763 3.4048  0.11
H: 2.5087 -1.1287 1.9913  0.08
H: 1.6368 -5.2381 2.7955  0.12
H: 3.6445 -5.3694 4.2599  0.11
C: -3.8864 -0.3032 2.0835  -0.23
S: -2.2829 -1.0583 1.9601  0.99
C: -1.6137 -0.5351 3.5232  -0.22
O: -1.6337 -0.1004 0.8986  -0.60
H: -4.3617 -0.6960 2.9811  0.07
H: -4.4619 -0.5892 1.2064  0.07
H: -3.7749 0.7788 2.1334  0.07
H: -2.0840 -1.1243 4.3101  0.08
H: -1.8073 0.5290 3.6552  0.07
H: -0.5466 -0.7364 3.4860  0.05

The energy above the lowest of the compared OMol25 structures with the same formula, charge and spin comes out at 124.4 kJ/mol. As for the net charge: +1.

***

# 2
Density functional theory data (wB97M-V/def2-TZVPD) for a molecular structure, C25H20Cl3N5RhSSbSe4.

Last column: Löwdin charge in e.
Positions of all 60 atoms, in Å:
Rh: 1.8810 0.3555 -0.6945  0.51
C: 2.1355 -4.3775 2.4045  -0.06
C: 2.7822 -3.8067 1.3211  -0.09
C: 2.5172 -2.4914 0.9747  -0.08
C: 1.6221 -1.7535 1.7358  -0.28
C: 0.9692 -2.3197 2.8300  -0.03
C: 1.2274 -3.6343 3.1547  -0.07
N: 1.3894 -0.4123 1.3356  0.00
N: 0.8137 0.3131 2.1633  0.12
C: 0.6535 1.6524 1.7314  -0.31
C: 0.0546 2.5433 2.6049  0.01
C: -0.0665 3.8635 2.2081  -0.05
C: 0.4113 4.2403 0.9622  -0.04
C: 0.9870 3.2778 0.1487  -0.11
N: 1.1052 2.0070 0.5274  0.01
H: 2.3229 -5.4121 2.6601  0.11
H: 3.4712 -4.3892 0.7248  0.11
H: 2.9828 -2.0371 0.1085  0.07
H: 0.2516 -1.7361 3.3881  0.11
H: 0.7078 -4.0941 3.9844  0.11
H: -0.2990 2.1853 3.5608  0.12
H: -0.5294 4.5899 2.8627  0.12
H: 0.3398 5.2614 0.6155  0.11
H: 1.3648 3.5152 -0.8373  0.12
Se: 0.0417 -3.8648 -4.2425  -0.21
Sb: 0.8416 -3.9183 -2.0060  0.17
Se: 2.4974 -0.3978 -2.7347  0.09
Se: 4.6769 -0.4944 -3.1381  -0.03
Se: -0.9527 -3.3435 -0.4739  -0.16
Cl: 6.6176 1.5642 1.7961  0.62
C: 6.3584 0.8664 0.1836  -1.62
Cl: 7.0237 -0.7633 0.1099  0.63
Cl: 7.0769 1.9002 -1.0489  0.63
C: 4.9111 0.7915 -0.0359  -0.37
N: 3.7845 0.7183 -0.2026  0.02
N: -0.0092 -0.1273 -1.3440  -0.52
S: -1.1371 0.9676 -1.5579  1.04
C: -2.0992 1.1532 -0.0520  -0.40
C: -2.2875 0.0651 0.7896  -0.07
C: -3.0069 0.2447 1.9602  -0.06
C: -3.5318 1.4937 2.2758  -0.07
C: -3.3344 2.5724 1.4265  -0.08
C: -2.6032 2.4066 0.2568  -0.11
C: -2.3822 0.1984 -2.5929  -0.37
C: -2.0759 -0.9689 -3.2652  -0.10
C: -3.0438 -1.5396 -4.0828  -0.06
C: -4.2797 -0.9340 -4.2302  -0.07
C: -4.5655 0.2501 -3.5581  -0.08
C: -3.6162 0.8244 -2.7314  -0.09
H: -0.3601 -1.0642 -1.0988  -0.13
H: -1.8833 -0.9102 0.5324  0.03
H: -3.1660 -0.5969 2.6217  0.11
H: -4.1000 1.6238 3.1879  0.11
H: -3.7430 3.5438 1.6743  0.11
H: -2.4246 3.2454 -0.4062  0.11
H: -1.1149 -1.4560 -3.1678  0.02
H: -2.8028 -2.4673 -4.5850  0.08
H: -5.0297 -1.3840 -4.8675  0.11
H: -5.5318 0.7232 -3.6731  0.10
H: -3.8433 1.7368 -2.1946  0.10

The energy above the lowest of the compared OMol25 structures with the same formula, charge and spin comes out at 126.5 kJ/mol.

***

# 3
Density functional theory data (wB97M-V/def2-TZVPD) for a molecular structure, C25H20Cl5IN4O2Pd.

Last column: Löwdin charge in e.
Positions of all 58 atoms, in Å:
Pd: 1.0209 0.0599 -1.6741  0.47
C: 1.5912 0.3923 4.0921  -0.04
C: 0.6531 -0.6841 3.6419  -0.27
N: 0.3921 -1.6777 4.4361  0.08
C: -0.4636 -2.6516 4.0065  -0.15
C: -1.0135 -2.6691 2.7585  -0.19
C: -1.9317 -3.8029 2.3971  -0.23
O: -3.2916 -3.3979 2.1934  -0.08
C: -0.7221 -1.6146 1.8450  -0.09
C: -1.1729 -1.7026 0.4815  -0.10
N: -0.9384 -0.8528 -0.4517  0.05
C: -1.4727 -1.0179 -1.7536  -0.33
C: -2.6504 -1.6770 -2.0892  -0.06
C: -3.0338 -1.7058 -3.4265  -0.14
C: -2.2461 -1.0814 -4.3881  -0.13
C: -1.0718 -0.4210 -4.0244  -0.16
C: -0.6768 -0.3699 -2.6933  -0.25
I: 2.2571 1.0453 -3.7923  0.04
C: 0.0678 -0.5156 2.2992  -0.33
O: 0.2934 0.5425 1.6677  -0.05
H: 1.8011 0.2670 5.1537  0.06
H: 1.1743 1.3782 3.8841  0.07
H: 2.5284 0.3502 3.5297  0.08
H: -0.6902 -3.4387 4.7174  0.09
H: -1.9627 -4.5133 3.2243  0.11
H: -1.5728 -4.3427 1.5123  0.11
H: -3.2740 -2.5766 1.6908  0.06
H: -1.7147 -2.6220 0.2121  0.11
H: -3.2734 -2.1385 -1.3300  0.09
H: -3.9518 -2.2076 -3.7134  0.08
H: -2.5470 -1.1044 -5.4306  0.08
H: -0.4629 0.0620 -4.7797  0.02
C: -3.3498 2.3323 0.0609  -0.04
C: -2.0708 2.8946 -0.4615  -0.32
C: -1.7920 3.9789 -1.2791  -0.02
C: -0.3907 3.9300 -1.4759  -0.37
N: 0.1251 2.9094 -0.8148  0.06
N: -0.8941 2.3004 -0.2160  0.03
C: 0.4924 4.8281 -2.2796  -0.06
H: -4.1622 3.0474 -0.0738  0.06
H: -3.2792 2.0983 1.1249  0.07
H: -3.6169 1.4111 -0.4621  0.07
H: -2.5016 4.6708 -1.7037  0.08
H: -0.6723 1.4893 0.3787  0.10
H: -0.0689 5.3052 -3.0859  0.06
H: 1.3017 4.2449 -2.7192  0.04
H: 0.9351 5.6192 -1.6683  0.06
Cl: 3.2759 2.4815 -0.0483  0.62
C: 3.7294 0.8033 -0.0686  -0.72
C: 2.8720 -0.1196 -0.6503  -0.35
C: 3.3302 -1.4313 -0.6250  -0.69
Cl: 2.3010 -2.6662 -1.3423  0.61
C: 4.5429 -1.8372 -0.0814  -0.72
Cl: 5.0440 -3.4963 -0.1064  0.62
C: 5.3675 -0.8748 0.4926  -0.72
Cl: 6.8924 -1.3327 1.1812  0.61
C: 4.9557 0.4540 0.5015  -0.71
Cl: 5.9890 1.6478 1.2260  0.61

As for the net charge: -2.

***

# 4
Density functional theory data (wB97M-V/def2-TZVPD) for a molecular structure, C25H20ClF5GaNO3S.

Last column: Löwdin charge in e.
Positions of all 57 atoms, in Å:
Ga: -0.3150 -0.0616 -0.5733  0.47
Cl: 4.7713 5.0059 -0.8636  0.72
C: 3.8521 3.5887 -0.8902  -0.71
C: 4.4942 2.3445 -0.7448  -0.05
C: 3.7140 1.1645 -0.7214  0.04
C: 2.3035 1.2490 -0.7850  -0.24
O: 1.5862 0.1499 -0.5639  -0.08
C: 1.6552 2.5455 -0.9963  -0.12
C: 0.2851 2.7555 -1.2090  -0.07
O: -0.6014 1.8300 -1.1152  -0.07
C: 2.4626 3.6994 -0.9662  -0.05
H: 5.5629 2.4097 -0.6758  0.10
H: 4.2070 0.2020 -0.6699  0.12
H: -0.1220 3.7152 -1.5538  0.16
H: 2.0486 4.6983 -1.0610  0.12
C: 1.2013 -0.9513 2.4014  -0.06
C: 0.5018 0.3926 2.4217  -0.19
O: -0.6244 0.3349 1.4769  -0.23
C: -1.8106 1.1647 1.7970  -0.19
C: -2.9018 0.3607 2.4717  -0.04
H: 1.8730 -1.0574 3.2703  0.10
H: 1.8207 -1.1056 1.5156  0.05
H: 0.4501 -1.7630 2.4841  0.10
H: 1.1606 1.2405 2.1704  0.13
H: 0.0654 0.5860 3.4214  0.13
H: -2.1703 1.6011 0.8550  0.09
H: -1.4360 1.9701 2.4442  0.13
H: -3.3154 -0.3582 1.7448  0.08
H: -3.7314 1.0061 2.7894  0.09
H: -2.5108 -0.2122 3.3378  0.09
F: -7.6230 1.0902 0.5208  0.10
C: -6.3620 0.7314 0.1797  -0.13
C: -5.3965 1.7263 -0.0534  -0.12
F: -5.7164 3.0405 0.1813  0.08
C: -4.2197 1.4091 -0.7556  -0.25
F: -3.4166 2.4172 -1.1334  0.07
C: -3.8809 0.0737 -1.1136  -0.59
S: -2.5327 -0.2987 -2.0812  0.73
C: -4.8678 -0.9057 -0.7917  -0.24
F: -4.6704 -2.1850 -1.1395  0.08
C: -6.0809 -0.5885 -0.1932  -0.12
F: -7.0163 -1.5783 -0.0899  0.09
C: -0.1026 -2.0988 -0.7697  -0.17
C: 1.2994 -2.5632 -0.9463  -0.28
C: 2.0407 -2.3029 -2.1243  -0.03
C: 3.3922 -2.6163 -2.1833  -0.02
C: 4.0054 -3.2633 -1.0946  -0.25
C: 3.2914 -3.5922 0.0810  -0.02
C: 1.9574 -3.2198 0.1337  -0.06
C: 5.4021 -3.5371 -1.1492  -0.21
N: 6.5437 -3.7275 -1.1878  0.14
H: -0.5729 -2.5564 0.1197  0.08
H: -0.7012 -2.3733 -1.6381  0.04
H: 1.5368 -1.7920 -2.9339  0.12
H: 3.9823 -2.3578 -3.0362  0.11
H: 3.8176 -4.0760 0.9028  0.12
H: 1.4143 -3.3611 1.0833  0.11

***

| no. | HOMO-LUMO gap (eV) | HOMO level (eV) |
| --- | --- | --- |
| 1 | 6.498 | -10.96 |
| 2 | 4.874 | -6.60 |
| 3 | 6.387 | -2.14 |
| 4 | 6.075 | -7.71 |